An isolated ion of composition HN3O3S and charge -2, computed with ωB97M-V/def2-TZVPD.

The geometry in XYZ format:
```
8
Properties=species:S:1:pos:R:3:mulliken_charge:R:1
N -1.322 1.323 -1.452 -0.583
N -0.307 0.691 -1.004 0.094
N -0.662 0.219 0.648 -0.348
O 1.563 -1.036 -0.155 -0.669
O -0.120 -2.067 1.295 -0.724
O 1.231 -0.174 2.129 -0.748
S 0.575 -0.813 0.943 0.880
H -0.957 1.856 -2.404 0.097
```

Results
SMILES string = [H]/N=N/N=S(=O)([O-])[O-]
lowest unoccupied orbital energy (alpha / beta) = 7.3225 / 7.3225 eV
charge = -2


HN4O2 as an isolated structure, computed with ωB97M-V/def2-TZVPD.

The geometry in XYZ format:
```
7
Properties=species:S:1:pos:R:3:mulliken_charge:R:1
N 1.136 0.073 -2.357 -0.246
N 0.594 -0.028 -1.423 0.867
N -0.036 -0.148 -0.445 -0.566
N -1.862 -0.509 -0.669 1.226
O -2.035 -0.769 -1.749 -0.298
O -2.198 -0.407 0.396 -0.274
H 0.595 -0.122 0.409 0.292
```

Results
lowest unoccupied orbital energy = -6.9789 eV
charge = +1


Per-record energy above the lowest of the compared OMol25 structures with the same formula, charge and spin, kcal/mol: 79.1, 33.0